(1)
# C13H25Cl4CrO12

A molecular structure, C13H25Cl4CrO12 in a non-equilibrium geometry (the ωB97M-V functional and the def2-TZVPD basis, OMol25).

- LUMO (spin up / spin down) (eV) = -4.5 / -3.9
- 2S+1 = 5
- largest force on an atom (hartree/bohr) = 0.0975
- total charge = +1
- HOMO (spin up / spin down) (eV) = -12.76 / -12.77

Each line ends with the Mulliken charge.
Element x y z (Å)
1 Cr -9.78 2.04 -4.92  1.01
2 Cl -8.90 2.51 -2.63  -0.47
3 C -14.32 1.99 -4.89  -0.69
4 O -14.00 1.24 -3.83  -0.28
5 C -12.74 0.87 -3.62  0.79
6 O -11.72 1.31 -4.21  -0.45
7 O -12.74 0.11 -2.58  -0.34
8 C -11.58 -0.19 -1.78  -0.57
9 H -13.57 2.47 -5.51  0.29
10 H -14.95 2.84 -4.64  0.24
11 H -14.92 1.37 -5.56  0.31
12 H -10.90 0.64 -1.58  0.21
13 H -10.98 -0.97 -2.26  0.29
14 H -11.86 -0.59 -0.81  0.29
15 C -14.06 5.87 -4.27  -0.71
16 O -13.11 4.92 -4.75  -0.26
17 C -11.80 4.82 -4.34  0.60
18 O -10.97 4.01 -4.71  -0.29
19 O -11.47 5.82 -3.46  -0.37
20 C -10.25 5.88 -2.70  -0.48
21 H -13.60 6.85 -4.24  0.37
22 H -14.50 5.52 -3.34  0.30
23 H -14.82 5.88 -5.06  0.25
24 H -10.33 5.01 -2.05  0.37
25 H -10.14 6.85 -2.22  0.22
26 H -9.43 5.68 -3.38  0.15
27 C -7.40 5.26 -0.59  -0.14
28 O -7.28 6.67 -0.17  -0.33
29 C -8.31 7.19 0.59  0.74
30 O -9.12 6.57 1.14  -0.49
31 O -8.23 8.60 0.59  -0.34
32 C -9.28 9.40 1.13  -0.61
33 H -8.19 5.07 -1.32  -0.21
34 H -7.62 4.65 0.29  0.32
35 H -6.45 4.95 -1.02  0.25
36 H -9.72 8.84 1.96  0.33
37 H -10.00 9.63 0.34  0.24
38 H -8.81 10.31 1.51  0.22
39 C -6.49 4.92 -4.66  -0.34
40 O -6.54 4.60 -6.05  -0.34
41 C -7.33 3.64 -6.55  0.82
42 O -8.34 3.19 -6.01  -0.33
43 O -6.94 3.39 -7.74  -0.31
44 C -7.75 2.84 -8.76  -0.72
45 H -6.48 6.01 -4.59  0.29
46 H -5.57 4.44 -4.33  0.29
47 H -7.31 4.51 -4.06  0.02
48 H -7.93 1.77 -8.67  0.31
49 H -7.13 2.84 -9.66  0.27
50 H -8.66 3.42 -8.90  0.33
51 C -5.60 0.61 -3.17  0.45
52 Cl -4.88 1.42 -4.54  -0.14
53 Cl -4.99 1.25 -1.66  -0.12
54 Cl -5.14 -1.07 -3.23  -0.13
55 H -6.69 0.65 -3.15  -0.09

***

(2)
# C13H25Cl6FI2NO5P

4 unconnected molecules or ions with the total composition C13H25Cl6FI2NO5P (the ωB97M-V functional and the def2-TZVPD basis, OMol25).

- LUMO (eV) = 0.1
- 2S+1 = 1
- largest force on an atom (hartree/bohr) = 0.0101
- SMILES = C[C@@H](F)OC(=O)N(CP(=O)(O)O)[C@@H](I)[C@@H](C)I.ClCCCl.ClCCCl.ClCCCl
- HOMO (eV) = -9.50

Each line ends with the Mulliken charge.
Element x y z (Å)
1 C 3.17 0.55 -1.04  -1.43
2 C 1.89 -0.08 -0.53  0.67
3 F 2.15 -1.34 -0.03  -0.32
4 O 1.40 0.67 0.55  -0.20
5 C 0.16 0.31 0.98  -0.16
6 O 0.01 -0.31 1.98  -0.53
7 N -0.91 0.76 0.14  1.04
8 C -2.08 -0.12 0.30  -1.03
9 P -2.91 -0.53 -1.27  0.86
10 O -2.71 -1.94 -1.64  -0.71
11 O -2.36 0.56 -2.27  -0.09
12 O -4.44 -0.08 -1.08  -0.51
13 C -1.25 2.18 0.25  -1.18
14 I -0.92 2.94 2.26  0.14
15 C -0.63 3.18 -0.76  -0.42
16 C 0.64 2.73 -1.47  -1.21
17 I -2.10 3.79 -2.21  0.02
18 H 2.95 1.26 -1.83  0.31
19 H 3.71 1.03 -0.22  0.31
20 H 3.79 -0.24 -1.46  0.43
21 H 1.14 -0.21 -1.31  0.24
22 H -2.78 0.31 1.03  0.48
23 H -1.77 -1.08 0.69  0.44
24 H -2.91 0.64 -3.07  0.14
25 H -4.77 -0.18 -0.18  0.36
26 H -2.33 2.23 0.14  0.63
27 H -0.43 4.10 -0.23  0.61
28 H 1.47 2.75 -0.76  0.32
29 H 0.53 1.72 -1.86  0.22
30 H 0.87 3.42 -2.28  0.53
31 Cl -4.42 -1.08 -4.67  -0.15
32 C -3.59 -0.77 -6.22  -0.39
33 C -2.35 0.06 -6.02  -0.52
34 Cl -2.75 1.71 -5.48  -0.18
35 H -4.30 -0.27 -6.88  0.32
36 H -3.33 -1.74 -6.64  0.30
37 H -1.79 0.14 -6.95  0.38
38 H -1.70 -0.39 -5.26  0.29
39 Cl 2.10 2.66 5.43  -0.19
40 C 1.71 1.02 6.03  -0.40
41 C 0.47 0.46 5.38  0.13
42 Cl -1.00 1.34 5.88  -0.18
43 H 1.61 1.08 7.11  0.35
44 H 2.56 0.39 5.78  0.24
45 H 0.34 -0.58 5.66  0.31
46 H 0.53 0.52 4.29  -0.25
47 Cl 4.39 -6.02 2.88  -0.19
48 C 3.22 -4.87 2.17  -0.46
49 C 3.52 -3.44 2.53  -0.01
50 Cl 3.26 -3.11 4.27  -0.20
51 H 2.23 -5.16 2.51  0.34
52 H 3.27 -4.99 1.09  0.30
53 H 2.86 -2.78 1.98  -0.10
54 H 4.56 -3.19 2.30  0.34

***

(3)
# C13H25FO11

3 unconnected molecules or ions with the total composition C13H25FO11 in a non-equilibrium geometry (the ωB97M-V functional and the def2-TZVPD basis, OMol25).

- LUMO (eV) = 0.4
- 2S+1 = 1
- largest force on an atom (hartree/bohr) = 0.1767
- SMILES = C[C@@H](F)COC(=O)OCOO.CCOC(=O)OC.CCOC(=O)OC
- HOMO (eV) = -10.85

Each line ends with the Mulliken charge.
Element x y z (Å)
1 C -3.38 -0.86 0.46  -0.85
2 C -1.77 -0.39 0.51  0.39
3 F -0.92 -1.16 -0.44  -0.34
4 C -1.60 1.25 0.22  -0.43
5 O -2.70 2.04 0.79  -0.27
6 C -2.48 2.37 2.20  0.54
7 O -3.24 3.36 2.74  -0.56
8 O -1.46 1.65 2.98  -0.13
9 C -1.00 2.43 4.14  -0.26
10 O 0.31 1.83 4.55  -0.22
11 O 1.24 2.58 4.04  -0.33
12 H -3.38 -1.93 -0.02  0.28
13 H -3.85 -0.96 1.53  0.28
14 H -3.95 -0.05 -0.16  0.23
15 H -1.43 -0.59 1.64  0.16
16 H -1.70 1.34 -0.97  0.28
17 H -0.53 1.64 0.48  0.28
18 H -0.88 3.58 3.90  0.32
19 H -1.76 2.24 5.01  0.28
20 H 1.46 3.26 4.77  0.34
21 C 3.84 1.79 2.88  -0.94
22 C 4.63 0.80 2.03  -0.29
23 O 5.02 1.39 0.78  -0.33
24 C 6.05 2.26 0.84  0.76
25 O 6.66 2.58 1.85  -0.56
26 O 6.26 2.75 -0.40  -0.33
27 C 7.26 3.77 -0.46  -0.62
28 H 2.98 2.18 2.32  0.27
29 H 3.47 1.31 3.79  0.34
30 H 4.45 2.64 3.17  0.31
31 H 3.99 -0.06 1.79  0.31
32 H 5.50 0.41 2.57  0.30
33 H 8.20 3.44 -0.01  0.29
34 H 6.89 4.67 0.04  0.29
35 H 7.44 4.01 -1.51  0.22
36 C -1.41 -2.48 -3.70  -0.93
37 C -2.45 -2.49 -4.81  -0.23
38 O -3.02 -3.79 -4.97  -0.33
39 C -3.93 -4.16 -4.02  0.76
40 O -4.29 -3.48 -3.07  -0.55
41 O -4.34 -5.42 -4.30  -0.33
42 C -5.22 -5.96 -3.31  -0.62
43 H -0.65 -3.25 -3.88  0.30
44 H -0.92 -1.51 -3.64  0.34
45 H -1.86 -2.70 -2.73  0.20
46 H -1.96 -2.24 -5.76  0.29
47 H -3.23 -1.74 -4.64  0.31
48 H -6.08 -5.31 -3.14  0.29
49 H -4.67 -6.14 -2.39  0.29
50 H -5.59 -6.92 -3.68  0.22

***

(4)
# C13H25I2N4O4

A molecular structure, C13H25I2N4O4 (the ωB97M-V functional and the def2-TZVPD basis, OMol25).

- LUMO (eV) = -3.6
- 2S+1 = 1
- largest force on an atom (hartree/bohr) = 0.0073
- total charge = +1
- HOMO (eV) = -11.94

Each line ends with the Mulliken charge.
Element x y z (Å)
1 C 4.34 -0.11 1.30  -1.48
2 C 3.74 -0.70 0.05  0.59
3 I 5.00 -2.02 -0.92  0.18
4 C 2.51 -0.43 -0.43  -0.61
5 I 1.68 -1.29 -2.13  0.27
6 C 1.60 0.51 0.23  0.63
7 N 0.29 0.50 0.08  -0.38
8 C -0.19 1.51 0.83  0.16
9 N -1.46 1.82 0.96  -0.07
10 C -1.96 2.88 1.84  -1.08
11 C -1.90 2.51 3.33  -0.70
12 C -2.40 1.09 3.61  0.40
13 C -3.90 1.02 3.39  0.40
14 O -4.69 1.49 4.16  -0.55
15 O -4.29 0.49 2.21  -0.47
16 N 0.82 2.15 1.44  -0.12
17 N 1.97 1.51 1.06  -0.15
18 H 4.72 0.90 1.11  0.28
19 H 5.18 -0.70 1.64  0.46
20 H 3.61 -0.07 2.11  0.40
21 H -2.12 1.26 0.43  0.34
22 H -2.99 3.09 1.54  0.49
23 H -1.38 3.79 1.65  0.42
24 H -2.54 3.21 3.88  0.47
25 H -0.90 2.63 3.74  0.35
26 H -1.88 0.35 2.99  -0.51
27 H -2.21 0.83 4.65  0.39
28 H -3.58 -0.06 1.83  0.41
29 H 0.82 2.95 2.06  0.24
30 H 2.88 1.81 1.35  0.28
31 C 1.20 -0.75 -7.63  -1.11
32 C 1.47 -0.94 -6.15  -0.15
33 O 1.38 -2.31 -5.75  -0.50
34 H 0.21 -1.13 -7.88  0.29
35 H 1.25 0.30 -7.90  0.33
36 H 1.93 -1.29 -8.23  0.34
37 H 0.73 -0.41 -5.55  0.27
38 H 2.46 -0.55 -5.89  0.27
39 H 2.03 -2.80 -6.25  0.29
40 C -0.91 -3.19 0.93  -1.22
41 C -1.53 -2.04 1.68  0.22
42 O -2.71 -1.54 1.02  -0.57
43 H -0.66 -2.90 -0.09  0.22
44 H -0.01 -3.54 1.43  0.34
45 H -1.61 -4.03 0.87  0.42
46 H -0.84 -1.19 1.72  -0.06
47 H -1.78 -2.33 2.70  0.26
48 H -3.35 -2.25 0.96  0.29

***

(5)
# C13H25IIrN2O4Se2

A molecular structure, C13H25IIrN2O4Se2 in a non-equilibrium geometry (the ωB97M-V functional and the def2-TZVPD basis, OMol25).

- LUMO (spin up / spin down) (eV) = -5.6 / -8.6
- 2S+1 = 6
- largest force on an atom (hartree/bohr) = 0.0330
- energy relative to the best compared isomer or geometry (same formula, charge and spin) (kcal/mol) = 0.0
- total charge = +2
- HOMO (spin up / spin down) (eV) = -13.51 / -15.49

Each line ends with the Mulliken charge.
Element x y z (Å)
1 Ir -2.69 -16.45 0.57  1.40
2 O 0.74 -15.18 0.89  -0.36
3 C 1.09 -14.82 2.24  -1.22
4 C -0.16 -14.92 3.11  1.61
5 C 0.33 -14.38 4.49  -1.35
6 O -0.78 -14.52 5.39  -0.53
7 C -0.63 -16.37 3.31  -1.16
8 Se -0.76 -17.48 1.69  0.05
9 C -1.28 -13.98 2.63  -1.25
10 Se -2.18 -14.17 0.89  -0.05
11 H 1.50 -15.12 0.29  0.29
12 H 1.45 -13.80 2.24  0.49
13 H 1.87 -15.48 2.63  0.45
14 H 0.62 -13.35 4.38  0.49
15 H 1.18 -14.95 4.83  0.55
16 H -0.50 -14.30 6.28  0.35
17 H -1.59 -16.42 3.81  0.49
18 H 0.13 -16.85 3.91  0.53
19 H -0.86 -12.98 2.56  0.49
20 H -2.07 -13.98 3.38  0.59
21 O -2.59 -16.88 -1.55  -0.71
22 C -2.60 -16.06 -2.48  0.38
23 C -2.22 -16.55 -3.85  -0.85
24 C -3.56 -17.20 -4.32  -0.27
25 C -4.85 -16.41 -4.11  -1.06
26 C -5.32 -16.16 -2.66  0.00
27 C -4.68 -14.93 -2.00  -0.94
28 N -3.23 -14.87 -2.38  -0.12
29 H -1.42 -17.30 -3.80  0.30
30 H -1.92 -15.77 -4.52  0.39
31 H -3.68 -18.18 -3.82  0.20
32 H -3.47 -17.35 -5.41  0.40
33 H -5.66 -16.93 -4.63  0.43
34 H -4.79 -15.47 -4.61  0.36
35 H -5.19 -17.08 -2.07  -0.10
36 H -6.41 -15.98 -2.65  0.48
37 H -4.82 -14.90 -0.92  0.26
38 H -5.12 -14.02 -2.43  0.47
39 H -3.15 -14.36 -3.23  0.40
40 N -6.71 -17.39 2.04  -0.38
41 C -5.45 -17.54 1.60  0.87
42 O -4.74 -16.53 1.42  -0.87
43 C -4.94 -18.94 1.44  -0.96
44 I -3.81 -19.20 -0.33  0.19
45 H -7.06 -16.49 2.30  0.25
46 H -7.32 -18.19 2.16  0.21
47 H -5.72 -19.73 1.46  0.46
48 H -4.22 -19.12 2.23  0.35

***

(6)
# C13H25LiN3

A molecular structure, C13H25LiN3 (the ωB97M-V functional and the def2-TZVPD basis, OMol25).

- LUMO (eV) = -2.9
- 2S+1 = 1
- largest force on an atom (hartree/bohr) = 0.0090
- total charge = +1
- HOMO (eV) = -10.62

Each line ends with the Mulliken charge.
Element x y z (Å)
1 Li -1.34 -0.39 0.05  1.07
2 N 0.02 1.60 3.22  -0.18
3 C 0.51 1.84 1.82  -0.02
4 C -0.62 2.39 0.97  -0.86
5 N -1.77 1.47 1.01  -0.27
6 C -2.27 1.36 2.38  -0.74
7 C -1.19 0.71 3.23  -0.48
8 H -0.22 2.49 3.66  0.37
9 H 0.77 1.18 3.77  0.36
10 H 0.82 0.88 1.41  -0.26
11 H 1.35 2.53 1.86  0.40
12 H -0.26 2.48 -0.05  0.41
13 H -0.92 3.39 1.33  0.38
14 H -2.50 1.79 0.38  0.29
15 H -3.17 0.74 2.41  0.43
16 H -2.53 2.34 2.81  0.35
17 H -0.88 -0.24 2.79  0.30
18 H -1.51 0.56 4.26  0.38
19 C 3.24 -2.98 -0.55  -1.68
20 C 3.03 -1.50 -0.17  2.30
21 C 3.82 -1.19 1.11  -1.56
22 C 3.54 -0.61 -1.30  -1.47
23 C 1.60 -1.25 0.08  0.03
24 C 0.42 -1.07 0.33  -1.83
25 H 4.30 -3.19 -0.71  0.42
26 H 2.70 -3.21 -1.47  0.37
27 H 2.86 -3.63 0.24  0.36
28 H 4.88 -1.42 0.98  0.42
29 H 3.45 -1.79 1.95  0.38
30 H 3.73 -0.14 1.37  0.30
31 H 4.60 -0.80 -1.49  0.38
32 H 3.43 0.45 -1.05  0.34
33 H 2.99 -0.80 -2.22  0.37
34 C -3.88 0.18 -4.60  -1.07
35 C -3.70 -1.07 -3.73  -0.15
36 C -3.15 -0.74 -2.43  0.30
37 N -2.71 -0.46 -1.40  -0.65
38 H -4.36 -0.08 -5.54  0.32
39 H -2.91 0.63 -4.82  0.32
40 H -4.50 0.92 -4.09  0.33
41 H -3.03 -1.79 -4.21  0.26
42 H -4.66 -1.58 -3.58  0.27

***

(7)
# C13H25N5O4S2Tc

A molecular structure, C13H25N5O4S2Tc (the ωB97M-V functional and the def2-TZVPD basis, OMol25).

- LUMO (spin up / spin down) (eV) = -6.2 / -8.1
- 2S+1 = 4
- largest force on an atom (hartree/bohr) = 0.0088
- total charge = +2
- HOMO (spin up / spin down) (eV) = -15.48 / -15.48

Each line ends with the Mulliken charge.
Element x y z (Å)
1 Tc -0.41 -0.60 -1.35  0.53
2 N -4.02 0.33 -0.65  -0.64
3 C -3.74 -0.31 0.64  -0.91
4 C -2.91 -1.58 0.52  -0.48
5 N -1.42 -1.39 0.44  -0.03
6 C -0.77 -2.70 0.75  -0.57
7 C 0.72 -2.65 0.49  -0.52
8 N 0.93 -2.26 -0.93  -0.32
9 H -4.69 1.08 -0.52  0.25
10 H -4.46 -0.33 -1.29  0.17
11 H -4.66 -0.60 1.16  0.48
12 H -3.24 0.40 1.30  0.34
13 H -3.21 -2.16 -0.36  0.41
14 H -3.10 -2.20 1.40  0.36
15 H -1.16 -0.74 1.19  0.29
16 H -1.24 -3.45 0.11  0.38
17 H -0.97 -2.98 1.79  0.48
18 H 1.18 -3.62 0.71  0.51
19 H 1.20 -1.90 1.12  0.13
20 H 0.71 -3.04 -1.55  0.32
21 H 1.91 -2.03 -1.11  0.33
22 N -1.52 1.15 -1.68  -0.25
23 C -1.23 1.66 -3.05  -0.41
24 C 0.23 1.34 -3.35  0.56
25 O 0.96 2.04 -3.97  -0.53
26 O 0.62 0.18 -2.79  -0.56
27 H -2.54 0.96 -1.49  0.43
28 H -1.21 1.84 -0.99  0.33
29 H -1.41 2.73 -3.13  0.42
30 H -1.86 1.13 -3.76  0.28
31 O -3.82 -1.39 -3.31  -0.41
32 S -2.62 -2.19 -3.33  0.35
33 N -1.48 -1.72 -2.48  -0.17
34 C 2.47 2.37 -0.83  -1.02
35 S 2.25 0.76 -0.12  0.46
36 O 0.69 0.58 -0.03  -0.30
37 C 2.76 1.00 1.54  0.76
38 C 3.86 0.27 1.97  -0.42
39 C 4.33 0.46 3.26  -0.68
40 C 3.68 1.35 4.10  -0.42
41 C 2.57 2.07 3.66  -0.77
42 C 2.10 1.90 2.37  -0.31
43 H 1.87 3.09 -0.26  0.35
44 H 2.18 2.34 -1.88  0.31
45 H 3.53 2.61 -0.73  0.46
46 H 4.36 -0.43 1.30  0.43
47 H 5.19 -0.09 3.61  0.42
48 H 4.05 1.50 5.11  0.43
49 H 2.08 2.76 4.33  0.42
50 H 1.24 2.46 2.02  0.34

***

(8)
# C13H25N6O

4 unconnected molecules or ions with the total composition C13H25N6O in a non-equilibrium geometry (the ωB97M-V functional and the def2-TZVPD basis, OMol25).

- LUMO (eV) = -3.8
- 2S+1 = 1
- largest force on an atom (hartree/bohr) = 0.0647
- total charge = +1
- HOMO (eV) = -12.52

Each line ends with the Mulliken charge.
Element x y z (Å)
1 C 4.44 -0.51 1.09  -0.56
2 O 4.95 0.82 0.80  -0.38
3 C 3.94 1.83 0.95  -0.42
4 C 3.35 2.36 -0.42  -0.37
5 C 2.83 1.23 -1.41  -0.57
6 N 1.34 1.21 -1.50  0.21
7 C 0.63 0.95 -0.39  -0.33
8 N 0.61 -0.31 0.31  -0.13
9 C -0.54 -0.22 1.27  -0.42
10 C -0.38 1.32 1.64  -0.36
11 N -0.27 1.86 0.26  -0.26
12 H 4.67 -1.14 0.17  0.25
13 H 4.95 -1.01 1.96  0.28
14 H 3.30 -0.53 1.17  0.17
15 H 3.12 1.54 1.69  0.22
16 H 4.46 2.71 1.44  0.33
17 H 4.17 2.94 -0.94  0.39
18 H 2.47 3.04 -0.19  0.24
19 H 3.21 1.46 -2.46  0.32
20 H 3.19 0.19 -1.17  0.29
21 H 0.90 1.44 -2.40  0.23
22 H 0.56 -1.11 -0.33  0.33
23 H -1.54 -0.20 0.73  0.17
24 H -0.50 -0.87 2.19  0.38
25 H -1.21 1.71 2.29  0.39
26 H 0.66 1.35 2.09  0.16
27 H 0.01 2.84 0.30  0.37
28 C -3.71 -3.05 -0.01  -0.85
29 C -3.29 -2.40 1.26  0.47
30 N -2.96 -1.89 2.25  -0.47
31 H -3.22 -2.58 -0.86  0.31
32 H -3.45 -4.11 0.02  0.29
33 H -4.79 -2.96 -0.13  0.31
34 C 0.32 3.18 -5.84  -0.79
35 C 0.23 1.98 -4.97  0.47
36 N 0.17 1.03 -4.29  -0.55
37 H 0.15 4.08 -5.24  0.28
38 H 1.30 3.24 -6.30  0.28
39 H -0.44 3.13 -6.62  0.30
40 C -5.33 -3.91 3.99  -0.72
41 C -6.13 -4.43 2.84  0.35
42 N -6.75 -4.84 1.95  -0.40
43 H -4.51 -4.60 4.21  0.26
44 H -4.92 -2.93 3.74  0.21
45 H -5.97 -3.82 4.87  0.30

***

Number 1: molar mass 567.14 g mol⁻¹, DFT total energy -116961.241 eV. Number 2: molar mass 791.84 g mol⁻¹, DFT total energy -128959.613 eV. Number 3: molar mass 376.33 g mol⁻¹, DFT total energy -39119.617 eV. Number 4: molar mass 555.18 g mol⁻¹, DFT total energy -44231.494 eV. Number 5: molar mass 750.39 g mol⁻¹, DFT total energy -166672.056 eV. Number 6: molar mass 230.31 g mol⁻¹, DFT total energy -18555.010 eV. Number 7: molar mass 477.51 g mol⁻¹, DFT total energy -53382.729 eV. Number 8: molar mass 281.38 g mol⁻¹, DFT total energy -24865.558 eV.